Entry from the OMol25 dataset: C22H36BF14NO22S4Zr as an isolated structure in a non-equilibrium geometry (wB97M-V/def2-TZVPD).

Last column: Löwdin charge in e.
Cartesian coordinates (Å):
1 Zr 19.344670 -15.144340 -17.156570  1.89
2 N 20.796260 -13.736630 -17.572980  -0.40
3 S 21.168160 -12.254560 -17.962560  0.51
4 O 21.379820 -12.081080 -19.414640  -0.22
5 O 21.661040 -11.269300 -17.023640  -0.23
6 F 19.647550 -11.727670 -17.903220  -0.19
7 S 22.525300 -14.034050 -17.630350  0.66
8 O 23.247440 -13.340940 -16.579600  -0.23
9 O 23.176140 -14.522270 -18.866150  -0.23
10 F 22.455050 -15.449280 -16.764260  -0.22
11 B 17.596410 -13.893860 -16.441070  -0.42
12 H 17.562330 -14.130980 -17.493140  -0.05
13 H 18.368510 -13.145340 -16.352550  -0.01
14 H 16.619250 -13.560240 -16.127850  0.02
15 H 17.835450 -14.780500 -15.874540  -0.05
16 O 20.428250 -16.591100 -18.400270  -0.41
17 C 20.429200 -17.911830 -17.886590  -0.28
18 C 20.099260 -18.037690 -16.310820  -0.22
19 O 19.347160 -16.878930 -15.794100  -0.38
20 H 21.372030 -18.381810 -18.166420  0.10
21 H 19.623520 -18.334190 -18.487080  0.10
22 H 21.087790 -18.014130 -15.852190  0.08
23 H 19.640840 -19.007930 -16.119510  0.11
24 C 27.378310 -21.896380 -15.387900  -0.06
25 C 26.779860 -21.036160 -16.466890  -0.22
26 O 26.194670 -19.841830 -15.934010  0.02
27 C 24.844320 -19.804890 -15.732650  -0.30
28 O 23.948040 -20.629540 -15.961240  0.14
29 C 24.483520 -18.351720 -15.261870  -0.54
30 F 23.578510 -18.377930 -14.240250  0.13
31 F 25.532310 -17.659080 -14.892630  0.20
32 F 23.781460 -17.777680 -16.236770  0.15
33 H 28.256660 -22.486000 -15.650470  0.08
34 H 26.665880 -22.602120 -14.960730  0.08
35 H 27.769630 -21.192210 -14.653660  0.09
36 H 26.076470 -21.554600 -17.118490  0.13
37 H 27.605850 -20.851250 -17.153660  0.12
38 C 29.265350 -18.439160 -20.333500  -0.04
39 C 28.910520 -17.422750 -19.184170  -0.19
40 O 28.396940 -16.236160 -19.811040  -0.01
41 C 27.852320 -15.221780 -18.998880  -0.27
42 O 28.065110 -15.147390 -17.791000  0.14
43 C 26.967980 -14.149210 -19.680650  -0.65
44 F 26.592780 -14.636350 -20.767340  0.25
45 F 26.030490 -13.720920 -18.890240  0.21
46 F 27.716520 -13.052660 -20.027700  0.14
47 H 29.372980 -19.474220 -20.009200  0.07
48 H 30.262300 -18.200990 -20.704280  0.07
49 H 28.610530 -18.431820 -21.204850  0.07
50 H 29.762650 -17.244740 -18.528220  0.12
51 H 28.177340 -17.871990 -18.514290  0.11
52 C 23.142130 -14.970040 -13.144730  -0.03
53 C 22.260250 -13.665430 -13.233290  -0.20
54 O 20.940820 -13.763620 -12.787340  0.05
55 C 19.931820 -14.157770 -13.620500  -0.22
56 O 20.099330 -14.537910 -14.794510  0.01
57 C 18.510420 -14.195760 -12.978480  -0.59
58 F 17.657810 -13.392270 -13.638600  0.16
59 F 18.105570 -15.403660 -12.959720  0.26
60 F 18.531650 -13.658550 -11.764890  0.18
61 H 23.198910 -15.295970 -12.106150  0.08
62 H 24.033170 -14.798740 -13.748720  0.08
63 H 22.641440 -15.815570 -13.616430  0.06
64 H 22.323550 -13.410280 -14.291110  0.09
65 H 22.742170 -12.831520 -12.722950  0.13
66 C 16.099580 -11.480910 -20.776460  -0.05
67 C 17.433370 -11.821630 -20.123450  -0.20
68 O 18.314830 -12.621750 -20.917580  0.04
69 C 18.891920 -13.821860 -20.554220  -0.24
70 O 18.785150 -14.303380 -19.431330  0.01
71 C 19.908110 -14.348170 -21.621470  -0.47
72 F 21.184840 -14.214920 -21.185810  0.15
73 F 19.724250 -15.729510 -21.868330  0.11
74 F 19.771700 -13.727020 -22.754730  0.21
75 H 15.420560 -12.333240 -20.752660  0.08
76 H 16.205380 -11.528120 -21.860280  0.08
77 H 15.629580 -10.564760 -20.418860  0.09
78 H 17.169290 -12.303450 -19.182060  0.11
79 H 17.977500 -10.906380 -19.890340  0.13
80 C 23.521050 -8.660030 -17.010740  -0.21
81 C 23.410550 -8.913340 -15.514360  -0.21
82 O 23.720530 -7.761230 -14.783310  -0.19
83 S 23.380430 -6.429830 -15.736310  0.80
84 O 24.598920 -5.584850 -16.022400  -0.28
85 O 22.243620 -5.759970 -15.165000  -0.24
86 O 23.000790 -7.385050 -17.124210  -0.20
87 H 22.936270 -9.330000 -17.641040  0.11
88 H 24.498350 -8.615830 -17.491390  0.13
89 H 24.046080 -9.711400 -15.130570  0.14
90 H 22.404900 -9.231990 -15.240080  0.12
91 C 24.184510 -17.404030 -19.978210  -0.19
92 C 23.189970 -17.264540 -21.092680  -0.17
93 O 23.350500 -18.394190 -21.978000  -0.20
94 S 24.947560 -18.996120 -21.846890  0.74
95 O 25.627140 -18.709390 -23.092390  -0.25
96 O 24.939800 -20.413820 -21.536880  -0.25
97 O 25.321130 -18.005860 -20.558620  -0.21
98 H 23.795400 -18.048860 -19.190250  0.12
99 H 24.452600 -16.473540 -19.477810  0.11
100 H 23.318650 -16.442040 -21.796260  0.13
101 H 22.160810 -17.224470 -20.735860  0.12

Forces on atoms 1 to 3 (eV/Å):
0.6 -5.4 1.1
5.8 1.0 -0.3
-5.9 8.8 -3.3

The HOMO energy is -9.7 eV. The orbital gap comes out at 6.7 eV. The LUMO energy is -2.99 eV. The charge is 0.

---

Entry from the OMol25 dataset: one molecule with the formula CH3PSi in a non-equilibrium geometry (wB97M-V/def2-TZVPD).

Last column: Löwdin charge in e.
Cartesian coordinates (Å):
1 C -0.816188 -0.418034 0.145940  -0.99
2 Si 0.794741 0.413858 0.093451  0.60
3 P -2.353611 0.108187 0.068738  0.68
4 H -0.605400 -1.490633 0.151721  -0.04
5 H 0.901778 1.694194 -0.621754  -0.12
6 H 2.078679 -0.307572 0.161904  -0.12

Forces on atoms 1 to 3 (eV/Å):
1.7 -0.6 -0.3
0.0 0.7 0.3
-1.0 0.4 -0.1

The HOMO energy (spin up / spin down) is -8.0 / -7.0 eV. The orbital gap (spin up / spin down) comes out at 6.9 / 6.1 eV. The LUMO energy (spin up / spin down) is -1.10 / -0.90 eV. The charge is 0.

---

Entry from the OMol25 dataset: one molecule with the formula C3H8N2O2 in a non-equilibrium geometry (wB97M-V/def2-TZVPD).

Last column: Löwdin charge in e.
Cartesian coordinates (Å):
1 N -1.282772 0.003191 0.708329  0.05
2 C -0.226180 -0.313898 -0.269597  -0.29
3 C 1.039181 -0.630377 0.652604  -0.18
4 O 0.852262 -1.692757 1.618870  -0.08
5 C -0.014147 0.782724 -1.289514  -0.59
6 N -0.324924 1.993521 -0.850738  0.16
7 O 0.462950 0.476283 -2.344367  0.07
8 H -0.770396 -0.179543 1.565717  0.07
9 H -1.887960 -0.680522 0.370814  0.05
10 H -0.469045 -1.260898 -0.850246  0.16
11 H 1.778192 -0.989816 -0.038298  0.10
12 H 1.438716 0.312478 1.310429  0.18
13 H 0.812445 -2.526819 1.191518  0.07
14 H -0.255669 2.779494 -1.519738  0.13
15 H -1.152653 1.926940 -0.255783  0.09

Forces on atoms 1 to 3 (eV/Å):
1.6 1.2 -1.0
0.8 -0.9 1.6
0.9 1.0 0.1

The HOMO energy is -9.5 eV. The orbital gap comes out at 10.3 eV. The LUMO energy is 0.77 eV. The charge is 0.

---

Entry from the OMol25 dataset: one molecule with the formula C3H7N in a non-equilibrium geometry (wB97M-V/def2-TZVPD).

Last column: Löwdin charge in e.
Cartesian coordinates (Å):
1 C -0.699306 0.576735 1.128960  -0.10
2 C 0.340904 0.306068 -1.076988  -0.17
3 C 0.798335 -0.813912 -0.190514  -0.16
4 H -1.098383 -0.095263 1.889313  0.08
5 H 0.256668 1.023664 1.433419  0.08
6 H -1.441623 1.348173 0.964671  0.07
7 H 0.826858 1.233730 -0.835801  0.09
8 H 0.122417 0.142474 -2.129182  0.10
9 H 1.574607 -0.560986 0.577817  0.11
10 H 0.806024 -1.821819 -0.518762  0.08
11 N -0.526596 -0.240474 -0.078603  -0.18

Forces on atoms 1 to 3 (eV/Å):
-0.1 -0.6 -0.5
0.7 -0.4 -0.1
0.5 0.7 0.5

The HOMO energy is -9.3 eV. The orbital gap comes out at 10.6 eV. The LUMO energy is 1.30 eV. The charge is 0.

---

Entry from the OMol25 dataset: C16H24HgN3O4S2 as an isolated structure (wB97M-V/def2-TZVPD).

Last column: Löwdin charge in e.
Cartesian coordinates (Å):
1 Hg -0.858124 -0.109733 -0.942876  1.04
2 C -0.949677 -3.189259 0.928271  -0.17
3 C -0.620326 -2.383431 2.175541  -0.19
4 O -0.802531 -1.022949 1.886444  -0.20
5 C -0.267660 -0.134414 2.837491  -0.18
6 C -0.167237 1.243055 2.201144  -0.16
7 O 0.496656 1.272839 0.951165  -0.20
8 C 1.908787 1.214075 0.932436  -0.16
9 C 2.494330 -0.186761 1.064091  -0.18
10 O 1.779009 -1.056554 0.221016  -0.19
11 C 2.095874 -2.415199 0.373161  -0.19
12 C 1.066522 -3.220409 -0.411347  -0.17
13 O -0.266772 -2.778522 -0.245660  -0.20
14 H -2.008441 -3.069075 0.695754  0.13
15 H -0.758173 -4.251774 1.121779  0.13
16 H 0.406187 -2.562276 2.517054  0.11
17 H -1.290947 -2.713323 2.982077  0.14
18 H 0.708715 -0.496590 3.180903  0.11
19 H -0.918559 -0.064028 3.719729  0.14
20 H 0.315213 1.930951 2.906477  0.13
21 H -1.172201 1.613138 1.992767  0.13
22 H 2.330174 1.846960 1.723716  0.13
23 H 2.197571 1.638103 -0.030867  0.12
24 H 2.449349 -0.559646 2.094906  0.11
25 H 3.554134 -0.142586 0.775819  0.14
26 H 2.107028 -2.687708 1.435114  0.11
27 H 3.095284 -2.640149 -0.027589  0.14
28 H 1.156626 -4.283635 -0.156220  0.13
29 H 1.262300 -3.117803 -1.479304  0.12
30 C -6.068430 0.961439 0.191673  -0.47
31 S -4.949186 2.353695 -0.025543  0.81
32 C -3.466988 1.617154 -0.658970  -1.09
33 S -3.203122 -0.107050 -0.335408  0.49
34 N -2.716091 2.475214 -1.274059  -0.09
35 N -1.537278 1.947250 -1.699123  -0.19
36 C -0.572871 2.698593 -2.159301  -0.13
37 C 0.664702 2.055215 -2.428418  -0.30
38 C 1.794640 2.797277 -2.853231  -0.06
39 C 2.987353 2.185580 -3.090812  -0.10
40 C 3.084282 0.777212 -2.918901  -0.10
41 C 1.974691 0.105596 -2.493899  -0.19
42 N 0.783083 0.680915 -2.226772  -0.04
43 H -7.021026 1.412714 0.470437  0.03
44 H -5.751354 0.289714 0.984582  0.01
45 H -6.199664 0.404049 -0.732907  0.03
46 H -0.679142 3.773419 -2.279322  0.12
47 H 1.680171 3.865968 -2.985180  0.11
48 H 3.843517 2.762046 -3.416238  0.10
49 H 3.994984 0.237798 -3.134003  0.09
50 H 2.014620 -0.967095 -2.357597  0.09

Forces on atoms 1 to 3 (eV/Å):
0.0 -0.1 -0.1
0.0 0.0 0.0
0.0 0.0 0.0

As for the expectation value of S²: 0.776. The HOMO energy (spin up / spin down) is -5.2 / -7.3 eV. The multiplicity is 2. The orbital gap (spin up / spin down) comes out at 5.7 / 7.5 eV. The LUMO energy (spin up / spin down) is 0.52 / 0.22 eV. The charge is 0.

---

Entry from the OMol25 dataset: a 2-piece molecular cluster, C3H3NO2 overall in a non-equilibrium geometry (wB97M-V/def2-TZVPD).

Last column: Löwdin charge in e.
Cartesian coordinates (Å):
1 O 1.477442 -0.810813 0.622330  0.08
2 C 1.816073 0.203899 -0.082842  -0.21
3 O 0.764725 0.447012 -0.768930  0.08
4 C 0.125059 -0.638983 0.034429  -0.06
5 C -3.212469 0.897737 -0.182937  -0.13
6 N -2.288244 0.516344 0.433806  -0.02
7 H 2.725351 0.789849 -0.035344  0.17
8 H -0.055031 -1.480012 -0.642983  0.11
9 H -1.352903 0.074967 0.622469  -0.02

Forces on atoms 1 to 3 (eV/Å):
0.3 0.1 0.0
0.1 0.0 -0.1
0.2 0.0 0.0

The HOMO energy is -9.7 eV. The orbital gap comes out at 9.6 eV. The LUMO energy is -0.08 eV. The charge is 0.